1.
Here is a 2-piece molecular cluster, C11H14N2O overall in a non-equilibrium geometry from the Open Molecules 2025 dataset. Energies are from the ωB97M-V functional and the def2-TZVPD basis.

Computed properties:
SMILES: Cc1c[nH]c2ccccc12.CC(N)=O
LUMO level, eV: 0.6
Largest force on an atom, eV/Å: 4.26
HOMO-LUMO gap, eV: 8.49
Relative energy (zero: lowest compared OMol25 entry of this formula, charge and spin), kJ/mol: 249.0

Last column: Löwdin charge in e.
CARTESIAN COORDINATES (ANGSTROEM)
C -0.99078 2.26973 2.12427  -0.001
C 0.08487 1.73474 3.03667  -0.588
O -0.15232 1.00634 3.95854  0.053
N 1.39735 1.93968 2.66780  0.146
H -1.76923 2.95472 2.42545  0.083
H -1.51189 1.41768 1.81022  0.052
H 2.09607 1.58166 3.21653  0.060
H 1.68334 2.40729 1.77477  0.122
H -0.54110 2.58167 1.16963  0.072
C 2.70675 -1.49234 -1.75770  -0.064
C 0.09967 -1.12221 -0.90010  -0.123
C 1.32386 -0.84454 -1.57783  -0.226
C -0.90554 -0.17881 -1.41805  -0.228
C 1.10649 0.29052 -2.31823  -0.087
C -0.31593 -2.13104 -0.04642  -0.037
C -1.63922 -2.24518 0.26456  -0.117
C -2.56098 -1.30333 -0.19002  -0.092
C -2.24705 -0.29888 -1.13797  -0.035
N -0.20815 0.76938 -2.20613  0.053
H 0.07803 -3.08820 0.24282  0.111
H -2.02133 -2.98687 0.87476  0.079
H -3.64378 -1.39629 0.10168  0.111
H 3.42822 -0.76278 -2.13707  0.062
H 2.84383 -2.54242 -2.27245  0.109
H 1.86002 0.86243 -2.93123  0.134
H -0.66120 1.70196 -2.35795  0.164
H -2.60095 0.64522 -1.65656  0.130
H 3.06095 -1.77014 -0.76000  0.058

2.
Here is C5H11N as an isolated structure in a non-equilibrium geometry from the Open Molecules 2025 dataset. Energies are from the ωB97M-V functional and the def2-TZVPD basis.

Computed properties:
LUMO level, eV: 1.1
Largest force on an atom, eV/Å: 4.80
HOMO-LUMO gap, eV: 9.69
Relative energy (zero: lowest compared OMol25 entry of this formula, charge and spin), kJ/mol: 201.4

Last column: Löwdin charge in e.
CARTESIAN COORDINATES (ANGSTROEM)
C -1.64943 0.76911 0.37796  -0.128
C -1.40301 -0.65227 -0.23334  -0.176
C 0.12850 -0.77512 -0.31349  -0.437
C 1.01584 -0.53022 0.93649  -0.094
C 1.42824 0.74733 0.13140  -0.206
H -2.73734 1.23651 0.30718  0.095
H -1.50250 0.81349 1.49489  0.075
H -1.03319 1.58318 -0.16188  0.069
H -1.75385 -0.62772 -1.23428  0.088
H -1.88737 -1.43867 0.31207  0.099
H 0.25237 -1.83386 -0.65456  0.130
H 1.77276 -1.39178 1.04513  0.121
H 0.50291 -0.57155 1.90170  0.092
H 2.44529 1.10497 -0.00750  0.100
H 0.76176 1.58621 0.43232  0.090
H 0.23641 0.90483 -1.53907  0.131
N 0.83171 0.18305 -1.04144  -0.050

3.
Here is C2H9N3O as an isolated structure in a non-equilibrium geometry from the Open Molecules 2025 dataset. Energies are from the ωB97M-V functional and the def2-TZVPD basis.

Computed properties:
LUMO level, eV: 0.8
Largest force on an atom, eV/Å: 6.69
HOMO-LUMO gap, eV: 9.45
Relative energy (zero: lowest compared OMol25 entry of this formula, charge and spin), kJ/mol: 478.5

Last column: Löwdin charge in e.
CARTESIAN COORDINATES (ANGSTROEM)
C 0.47494 -0.09120 -0.62712  -0.429
C -1.89675 -0.64793 0.70970  -0.209
N 0.85024 0.31271 0.60778  0.040
N -0.61662 -1.26417 0.42883  -0.083
N 2.33061 1.22171 0.08373  0.010
O -0.24688 0.76568 -1.37640  0.029
H -0.66004 1.41140 -0.78216  0.114
H 1.37400 -0.38446 1.12024  0.095
H -0.71597 -1.95449 -0.31621  0.055
H 1.06831 -0.75509 -1.25979  0.142
H 2.80443 0.75738 -0.69868  0.021
H 1.96599 2.09630 -0.29363  0.013
H -2.36825 -0.15931 -0.15818  0.064
H -2.59899 -1.40857 1.06945  0.073
H -1.76502 0.10006 1.49244  0.066

4.
Here is one molecule with the formula C24H25N3O6S in a non-equilibrium geometry from the Open Molecules 2025 dataset. Energies are from the ωB97M-V functional and the def2-TZVPD basis.

Computed properties:
SMILES: CCOC(=O)CSc1nc2ccc(N3CCOCC3)cc2c(=O)n1Cc1ccc2c(c1)OCO2
LUMO level, eV: 0.6
Largest force on an atom, eV/Å: 1.28
HOMO-LUMO gap, eV: 7.97
Relative energy (zero: lowest compared OMol25 entry of this formula, charge and spin), kJ/mol: 122.5

Last column: Löwdin charge in e.
CARTESIAN COORDINATES (ANGSTROEM)
C 2.01119 4.67735 2.06873  -0.061
C 0.91912 3.98785 1.26388  -0.223
H 0.01727 4.60200 1.22013  0.121
H 0.68566 3.01004 1.69725  0.124
O 1.30545 3.80422 -0.10108  -0.019
C 2.09399 2.76449 -0.36301  -0.608
O 2.53575 2.00665 0.45741  0.093
C 2.43828 2.73306 -1.84273  -0.332
H 3.39920 3.22005 -2.01161  0.094
H 1.65677 3.21707 -2.42488  0.089
S 2.64871 1.01737 -2.37426  1.065
C 1.14983 0.38866 -1.71596  -0.541
N 0.32801 1.24797 -1.23022  0.108
C -0.84866 0.79434 -0.70642  -0.197
C -1.76675 1.69310 -0.15240  0.005
C -2.95109 1.24064 0.36822  0.002
C -3.30065 -0.12738 0.35600  -0.213
C -2.38306 -1.01852 -0.19224  0.052
C -1.17227 -0.57100 -0.71395  -0.059
C -0.22969 -1.52771 -1.27984  -0.364
O -0.40710 -2.72897 -1.34231  0.077
N 0.94746 -0.95566 -1.77427  0.017
C 1.99235 -1.84254 -2.25891  -0.117
C 3.15035 -1.89888 -1.29504  -0.237
C 4.44900 -1.71586 -1.74016  -0.073
C 5.53474 -1.74782 -0.86854  0.016
C 5.26296 -1.95749 0.46031  -0.200
C 3.95636 -2.14507 0.91565  -0.185
C 2.88561 -2.12600 0.05955  0.075
H 1.88219 -2.28095 0.42032  0.132
O 3.97123 -2.34353 2.26944  0.041
C 5.32364 -2.24799 2.65933  -0.159
O 6.12767 -2.02997 1.52010  0.036
H 5.63146 -3.18328 3.15379  0.139
H 5.44637 -1.40845 3.36334  0.140
H 6.54339 -1.60464 -1.21688  0.118
H 4.62713 -1.53570 -2.78875  0.109
H 2.32607 -1.50132 -3.24259  0.115
H 1.52355 -2.82850 -2.35126  0.134
H -2.56769 -2.07925 -0.24915  0.110
N -4.47987 -0.53556 0.95336  -0.103
C -4.77850 -1.94408 1.12304  -0.136
H -3.86555 -2.50717 1.30669  0.121
C -5.53767 -2.49427 -0.09053  -0.182
H -5.84383 -3.52841 0.07315  0.127
O -6.72669 -1.76100 -0.30102  -0.132
C -6.45404 -0.39064 -0.48046  -0.186
C -5.71023 0.19913 0.72829  -0.133
H -5.51184 1.25336 0.54906  0.109
H -6.33605 0.10002 1.62154  0.130
H -7.42122 0.09607 -0.61637  0.126
H -5.84142 -0.24375 -1.38495  0.131
H -4.90175 -2.43900 -0.98696  0.125
H -5.42293 -2.03124 2.00532  0.130
H -3.62232 1.95507 0.81983  0.107
H -1.51835 2.74245 -0.13843  0.110
H 2.89467 4.04562 2.11256  0.074
H 1.65793 4.85824 3.07984  0.077
H 2.27586 5.62678 1.60910  0.079